<P>
DFT (the ωB97M-V functional and the def2-TZVPD basis) results for the molecule C5H9N3O.

Summary:
- LUMO energy (eV) = 0.59
- SMILES = C=C(N)C(N)(N)C=C=O

Geometry as XYZ:
```
18
Properties=species:S:1:pos:R:3:lowdin_charge:R:1
C 0.367 -1.868 -0.562 0.0215
C 0.138 -0.860 0.282 -0.3444
N 0.444 -0.939 1.643 0.0681
C 0.122 0.814 -0.387 -0.5638
N 1.174 1.496 0.242 0.0943
N 0.224 0.862 -1.790 0.0887
C -1.263 1.203 0.066 -0.0286
C -1.929 0.195 0.585 -0.2307
O -2.673 -0.484 1.195 0.1631
H 0.725 -2.831 -0.220 0.0520
H 0.229 -1.768 -1.626 0.0382
H -0.196 -0.449 2.252 0.0816
H 0.663 -1.871 1.973 0.0913
H 1.869 1.955 -0.331 0.0902
H 1.160 1.427 1.249 0.0854
H -0.514 0.354 -2.255 0.0886
H 1.136 0.596 -2.140 0.0898
H -1.677 2.169 -0.175 0.1146
```

<Q>
DFT (the ωB97M-V functional and the def2-TZVPD basis) results for the molecule C5H9N3O.

Summary:
- LUMO energy (eV) = 0.59
- SMILES = C/N=c1/[nH]c(NC)co1

Geometry as XYZ:
```
18
Properties=species:S:1:pos:R:3:lowdin_charge:R:1
C -3.550 -0.057 0.035 -0.2474
N -2.398 -0.886 0.104 -0.0290
C -1.256 -0.263 -0.267 -0.3636
N 0.001 -0.784 -0.168 0.1341
C 1.012 0.233 -0.214 -0.3897
N 2.208 -0.287 -0.772 -0.0691
C 3.162 -0.406 0.524 -0.0961
C 0.443 1.427 0.054 0.0435
O -0.962 1.092 -0.165 -0.0314
H -3.994 0.009 1.141 0.0950
H -3.701 0.996 -0.580 0.1118
H -4.231 -0.791 -0.631 0.0850
H 0.297 -1.750 -0.283 0.1578
H 2.776 0.218 -1.576 0.1560
H 3.997 -1.039 0.110 0.0632
H 2.237 -0.867 1.299 0.1388
H 3.410 0.643 1.103 0.1044
H 0.550 2.513 0.287 0.1366
```

Which structure loses on stability? <Q> does.

<P>
DFT (the ωB97M-V functional and the def2-TZVPD basis) results for a cluster of 2 separate species, C5H13NO in total.

Summary:
- LUMO energy (eV) = 0.80
- SMILES = CCC(N)=O.CC

Geometry as XYZ:
```
20
Properties=species:S:1:pos:R:3:lowdin_charge:R:1
C 0.053 -1.821 -0.958 -0.1413
C 0.272 -0.525 -1.716 -0.1757
C 1.737 -0.118 -1.847 -0.5824
N 2.513 -1.156 -2.182 0.1766
O 2.155 0.968 -1.577 0.0706
H 0.668 -1.937 -0.002 0.0994
H 0.123 -2.849 -1.456 0.0858
H -0.982 -1.760 -0.506 0.0777
H -0.227 -0.405 -2.666 0.1146
H -0.221 0.216 -1.073 0.1004
H 3.472 -1.251 -2.152 0.0856
H 2.041 -2.027 -2.296 0.0821
C -1.107 1.866 2.959 -0.1241
C -1.787 1.403 1.568 -0.1204
H -1.470 1.204 3.783 0.0731
H -0.151 1.616 2.876 -0.0049
H -1.243 2.867 3.272 0.0435
H -2.027 2.310 1.063 0.0449
H -2.709 0.714 1.695 0.0858
H -1.108 0.686 1.216 0.0088
```

<Q>
DFT (the ωB97M-V functional and the def2-TZVPD basis) results for the molecule C5H13NO.

Summary:
- LUMO energy (eV) = 0.87
- SMILES = C[C@H](CO)N(C)C

Geometry as XYZ:
```
20
Properties=species:S:1:pos:R:3:lowdin_charge:R:1
C 1.486 0.233 1.570 -0.0524
C 0.551 0.441 0.380 -0.4044
C -0.860 0.772 0.929 -0.2411
O -1.888 0.987 -0.024 -0.0648
N 0.759 -0.579 -0.667 -0.1861
C 0.126 -0.113 -1.930 -0.0997
C 0.011 -1.783 -0.252 -0.1016
H 2.475 0.032 1.173 0.0828
H 1.133 -0.625 2.130 0.0653
H 1.447 1.064 2.272 0.0781
H 0.779 1.393 -0.117 0.1291
H -0.680 1.667 1.529 0.1190
H -1.227 0.016 1.608 0.1144
H -1.770 1.880 -0.376 0.0948
H -0.950 -0.278 -1.942 0.0732
H 0.655 -0.604 -2.744 0.0801
H 0.303 0.947 -2.063 0.0731
H 0.274 -2.650 -0.850 0.0844
H 0.194 -1.959 0.811 0.0733
H -1.079 -1.641 -0.232 0.0826
```

<R>
DFT (the ωB97M-V functional and the def2-TZVPD basis) results for a cluster of 2 separate species, C5H13NO in total.

Summary:
- LUMO energy (eV) = 0.85
- SMILES = CCC(N)=O.CC

Geometry as XYZ:
```
20
Properties=species:S:1:pos:R:3:lowdin_charge:R:1
C -1.119 0.608 2.218 -0.1070
C -0.247 1.467 1.255 -0.1626
C -0.748 1.310 -0.206 -0.4650
N -1.430 2.377 -0.843 0.1533
O -0.705 0.230 -0.789 0.0069
H -0.516 -0.375 2.735 0.1456
H -1.849 0.111 1.595 0.0473
H -1.752 1.111 2.923 0.0456
H -0.385 2.457 1.712 0.0951
H 0.834 1.316 1.393 0.1089
H -2.050 2.077 -1.712 0.1715
H -1.479 3.256 -0.619 -0.0006
C 1.031 -2.097 -0.596 -0.1983
C 1.968 -1.931 -1.799 -0.1651
H 0.961 -3.231 -0.244 0.0998
H 1.357 -1.536 0.242 0.0223
H 0.038 -1.585 -0.743 0.0395
H 1.418 -1.180 -2.453 0.0774
H 1.718 -2.729 -2.475 0.0480
H 2.954 -1.656 -1.594 0.0373
```

<S>
DFT (the ωB97M-V functional and the def2-TZVPD basis) results for a cluster of 2 separate species, C5H13NO in total.

Summary:
- LUMO energy (eV) = 0.76
- SMILES = CC(N)=O.CCC

Geometry as XYZ:
```
20
Properties=species:S:1:pos:R:3:lowdin_charge:R:1
C 1.170 -0.683 3.627 -0.0114
C -0.006 -0.925 2.696 -0.5962
N -0.278 0.080 1.814 0.1434
O -0.655 -1.948 2.725 0.0449
H 1.513 -1.668 3.892 0.0739
H 0.846 -0.123 4.499 0.0814
H 2.025 -0.185 3.165 0.0758
H -1.083 -0.010 1.217 0.0963
H 0.183 0.971 1.795 0.0983
C -1.008 -0.649 -2.697 -0.1251
C 0.023 0.152 -1.878 -0.3011
C -0.005 1.662 -2.229 -0.1150
H -0.957 -0.355 -3.746 0.0663
H -2.004 -0.508 -2.286 0.0678
H -0.738 -1.711 -2.715 0.0674
H -0.178 -0.009 -0.823 0.0584
H 1.009 -0.228 -2.131 0.0925
H 0.964 1.913 -2.660 0.0611
H -0.785 1.935 -2.933 0.0634
H -0.034 2.290 -1.332 0.0580
```

Which structure loses on stability? <R> does.

<P>
DFT (the ωB97M-V functional and the def2-TZVPD basis) results for the molecule C4H8O2.

Summary:
- LUMO energy (eV) = 0.96
- SMILES = O[C@H]1CCOC1

Geometry as XYZ:
```
14
Properties=species:S:1:pos:R:3:lowdin_charge:R:1
O -0.431 1.692 -0.829 -0.0172
C 0.047 0.366 -0.947 -0.3837
C 1.138 0.076 0.091 -0.0973
C 0.278 -0.292 1.343 -0.1659
O -1.075 -0.464 0.878 -0.1377
C -0.997 -0.630 -0.532 -0.1790
H -1.066 1.687 -0.098 0.0984
H 0.258 0.149 -1.997 0.1503
H 1.787 0.944 0.243 0.1161
H 1.765 -0.762 -0.235 0.1129
H 0.282 0.495 2.108 0.1186
H 0.614 -1.217 1.832 0.1154
H -0.656 -1.637 -0.825 0.1328
H -1.944 -0.407 -1.033 0.1361
```

<Q>
DFT (the ωB97M-V functional and the def2-TZVPD basis) results for a structure of composition C4H8O2.

Summary:
- LUMO energy (eV) = 0.86

Geometry as XYZ:
```
14
Properties=species:S:1:pos:R:3:lowdin_charge:R:1
C -1.534 0.094 -0.323 -0.0017
C -0.042 0.407 -0.091 -0.4823
O 0.173 1.789 -0.237 0.0033
C 0.864 -0.722 -0.754 -0.1134
O 0.915 -1.399 0.504 -0.1109
C 0.533 -0.215 1.195 -0.1353
H -1.517 -0.909 -0.722 0.0705
H -1.983 0.770 -1.068 0.0910
H -2.174 0.109 0.572 0.0881
H 1.100 1.989 -0.050 0.0970
H 1.866 -0.411 -1.090 0.1197
H 0.486 -1.435 -1.509 0.1220
H 1.417 0.365 1.514 0.1244
H -0.105 -0.432 2.059 0.1277
```

<R>
DFT (the ωB97M-V functional and the def2-TZVPD basis) results for a cluster of 3 separate species, C4H8O2 in total.

Summary:
- LUMO energy (eV) = 0.77
- SMILES = C=C.C=O.C=O

Geometry as XYZ:
```
14
Properties=species:S:1:pos:R:3:lowdin_charge:R:1
C -0.025 -2.265 0.522 -0.0866
C -0.660 -1.206 1.015 -0.0804
H 0.698 -2.827 1.109 0.0515
H -0.211 -2.616 -0.491 0.0555
H -1.376 -0.645 0.419 0.0356
H -0.476 -0.852 2.027 0.0595
C 1.619 0.271 -0.572 -0.1550
O 1.885 1.227 0.119 -0.0303
H 2.276 -0.619 -0.610 0.0833
H 0.711 0.235 -1.200 0.0681
C -1.164 2.190 -0.569 -0.1161
O -1.553 1.217 -1.173 -0.0343
H -0.154 2.236 -0.124 0.0652
H -1.810 3.080 -0.439 0.0840
```

Which structure loses on stability? <R> does.

<P>
DFT (the ωB97M-V functional and the def2-TZVPD basis) results for a structure of composition C4H8O2.

Summary:
- LUMO energy (eV) = 0.94

Geometry as XYZ:
```
14
Properties=species:S:1:pos:R:3:lowdin_charge:R:1
C 0.712 0.345 -2.237 -0.1184
O -0.255 0.058 -1.260 -0.1871
C 0.093 0.565 -0.004 -0.2759
C -1.094 0.444 0.939 -0.0577
C -0.667 -0.963 1.998 -0.1277
O -0.568 0.409 2.259 -0.1350
H 0.831 1.430 -2.375 0.0905
H 1.693 -0.081 -1.976 0.0893
H 0.368 -0.099 -3.174 0.0897
H 0.263 1.659 -0.038 0.1392
H 1.034 0.116 0.370 0.1275
H -1.386 -0.954 1.025 0.1282
H 0.274 -1.454 1.746 0.1141
H -1.298 -1.475 2.727 0.1233
```

<Q>
DFT (the ωB97M-V functional and the def2-TZVPD basis) results for the molecule C4H8O2.

Summary:
- LUMO energy (eV) = 0.84
- SMILES = CC[C@@H](O)C=O

Geometry as XYZ:
```
14
Properties=species:S:1:pos:R:3:lowdin_charge:R:1
C -1.462 -0.836 0.423 -0.0248
C -0.510 -0.019 -0.891 -0.0641
C 0.418 0.827 -0.020 -0.4050
O 0.179 0.470 1.317 -0.1057
C 1.872 0.509 -0.273 -0.1867
O 2.406 -0.383 0.351 0.0606
H -2.402 -0.302 0.369 0.0442
H -1.335 -0.964 1.546 0.0865
H -1.467 -1.844 0.056 0.0316
H -1.089 0.613 -1.615 0.1010
H 0.049 -0.713 -1.563 0.0970
H 0.209 1.897 -0.106 0.1467
H 0.707 -0.339 1.440 0.0878
H 2.425 1.085 -1.034 0.1310
```

<R>
DFT (the ωB97M-V functional and the def2-TZVPD basis) results for a cluster of 2 separate species, C4H8O2 in total.

Summary:
- LUMO energy (eV) = 0.79
- SMILES = C=C/C=C\O.O

Geometry as XYZ:
```
14
Properties=species:S:1:pos:R:3:lowdin_charge:R:1
C -0.671 2.677 -0.535 0.0020
C -0.706 1.362 -0.805 -0.1886
C -0.269 0.116 -0.180 -0.0917
C -0.642 -1.069 -0.705 -0.2074
O -1.461 -1.185 -1.793 -0.0181
H -0.950 3.277 -1.396 0.0452
H -0.472 3.246 0.363 0.0468
H -1.281 1.171 -1.706 0.0904
H 0.590 0.028 0.474 0.1002
H -0.529 -2.018 -0.172 0.1152
H -2.201 -1.750 -1.530 0.1061
O 2.876 -1.280 3.050 -0.0488
H 3.129 -2.187 3.117 0.0144
H 3.458 -0.761 3.612 0.0342
```

<S>
DFT (the ωB97M-V functional and the def2-TZVPD basis) results for the molecule C4H8O2.

Summary:
- LUMO energy (eV) = 0.82
- SMILES = CCCC(=O)O

Geometry as XYZ:
```
14
Properties=species:S:1:pos:R:3:lowdin_charge:R:1
C -1.720 0.514 0.173 -0.1081
C -0.834 -0.526 -0.500 -0.2446
C 0.482 -0.749 0.254 -0.1153
C 1.443 0.402 0.103 -0.5356
O 1.188 1.572 0.199 0.1028
O 2.686 -0.034 -0.157 0.1007
H -1.194 1.461 0.250 0.0624
H -2.629 0.665 -0.405 0.0694
H -1.998 0.189 1.173 0.0741
H -0.613 -0.212 -1.522 0.1134
H -1.364 -1.480 -0.551 0.1054
H 0.271 -0.865 1.321 0.1302
H 0.984 -1.651 -0.098 0.1161
H 3.298 0.715 -0.240 0.1290
```

Which structure loses on stability? <P> does.

<P>
DFT (the ωB97M-V functional and the def2-TZVPD basis) results for the molecule C4H8O2.

Summary:
- LUMO energy (eV) = 1.07
- SMILES = COC[C@H]1CO1

Geometry as XYZ:
```
14
Properties=species:S:1:pos:R:3:lowdin_charge:R:1
C -2.377 0.182 0.157 -0.1260
O -1.241 -0.626 0.099 -0.1768
C -0.132 0.224 0.053 -0.2058
C 1.074 -0.615 -0.301 -0.2600
C 2.432 -0.111 -0.126 -0.1244
O 1.904 -1.081 0.761 -0.0298
H -3.239 -0.467 -0.026 0.0946
H -2.477 0.663 1.142 0.0917
H -2.220 1.008 -0.583 0.0886
H 0.026 0.718 1.027 0.1402
H -0.425 1.052 -0.663 0.1299
H 0.889 -1.385 -1.051 0.1510
H 2.569 0.875 0.316 0.1152
H 3.217 -0.438 -0.805 0.1115
```

<Q>
DFT (the ωB97M-V functional and the def2-TZVPD basis) results for the molecule C4H8O2.

Summary:
- LUMO energy (eV) = 0.99
- SMILES = CO/C=C/OC

Geometry as XYZ:
```
14
Properties=species:S:1:pos:R:3:lowdin_charge:R:1
C -0.399 -1.962 -0.962 -0.0963
O 0.854 -1.306 -0.907 -0.1378
C 0.856 -0.188 -0.135 -0.2010
C 0.486 -0.083 1.139 -0.1521
O 0.170 1.176 1.559 -0.1346
C -0.303 2.065 0.425 -0.0499
H -0.269 -2.785 -1.665 0.0874
H -0.694 -2.359 0.016 0.0836
H -1.198 -1.294 -1.318 0.0929
H 1.372 0.666 -0.557 0.1197
H 0.492 -0.911 1.854 0.1356
H 0.134 2.156 -0.603 0.0857
H -1.351 1.799 0.267 0.0901
H -0.150 3.026 0.888 0.0767
```

Which structure loses on stability? <Q> does.

<P>
DFT (the ωB97M-V functional and the def2-TZVPD basis) results for the molecule C4H8O2.

Summary:
- LUMO energy (eV) = 0.94
- SMILES = C[C@H]1OC[C@H]1O

Geometry as XYZ:
```
14
Properties=species:S:1:pos:R:3:lowdin_charge:R:1
C 1.613 0.601 -0.029 -0.0327
C 0.600 -0.517 0.067 -0.3273
O -0.045 -0.588 1.355 -0.0864
C -1.349 -0.558 0.760 -0.1218
C -0.763 -0.323 -0.641 -0.2992
O -1.015 0.919 -1.240 -0.0147
H 1.166 1.565 0.235 0.0795
H 2.442 0.419 0.661 0.0849
H 2.010 0.669 -1.047 0.0906
H 1.071 -1.480 -0.178 0.1448
H -1.969 0.264 1.145 0.1236
H -1.885 -1.508 0.889 0.1195
H -1.008 -1.074 -1.395 0.1475
H -0.870 1.610 -0.580 0.0916
```

<Q>
DFT (the ωB97M-V functional and the def2-TZVPD basis) results for the molecule C4H8O2.

Summary:
- LUMO energy (eV) = 0.77
- SMILES = C[C@H](C=O)CO

Geometry as XYZ:
```
14
Properties=species:S:1:pos:R:3:lowdin_charge:R:1
C -1.225 -1.105 0.241 -0.0634
C -0.291 0.090 0.450 -0.3230
C -0.684 1.288 -0.388 -0.2428
O -1.292 1.193 -1.428 0.0638
C 1.143 -0.194 -0.035 -0.2380
O 1.902 1.004 0.029 -0.0663
H -2.275 -0.811 0.351 0.0846
H -1.030 -1.904 0.966 0.0800
H -1.118 -1.516 -0.767 0.0816
H -0.280 0.384 1.509 0.1447
H -0.283 2.254 -0.030 0.1273
H 1.611 -0.987 0.562 0.1250
H 1.060 -0.534 -1.079 0.1300
H 2.761 0.837 -0.380 0.0965
```

Which structure loses on stability? <P> does.

<P>
DFT (the ωB97M-V functional and the def2-TZVPD basis) results for a cluster of 2 separate species, C4H8O2 in total.

Summary:
- LUMO energy (eV) = 0.84
- SMILES = C=C(C)O.C=O

Geometry as XYZ:
```
14
Properties=species:S:1:pos:R:3:lowdin_charge:R:1
C 1.142 0.296 0.597 0.0171
C 0.264 0.628 -0.364 -0.4992
C -0.991 1.410 -0.110 -0.0329
O 0.415 0.261 -1.660 0.0275
H 0.963 0.562 1.635 0.0848
H 2.062 -0.236 0.367 0.0920
H -0.840 2.447 -0.424 0.0880
H -1.813 0.996 -0.702 0.0892
H -1.267 1.401 0.949 0.0834
H 0.553 -0.709 -1.698 0.0873
C -0.143 -1.779 0.364 -0.1809
O 0.162 -2.233 -0.725 -0.0475
H 0.504 -1.862 1.251 0.0885
H -1.129 -1.322 0.575 0.1028
```

<Q>
DFT (the ωB97M-V functional and the def2-TZVPD basis) results for a cluster of 2 separate species, C4H8O2 in total.

Summary:
- LUMO energy (eV) = 0.39
- SMILES = C=CC(=C)O.O

Geometry as XYZ:
```
14
Properties=species:S:1:pos:R:3:lowdin_charge:R:1
C 1.125 2.087 -1.358 0.0044
C 1.500 1.204 -0.415 -0.1523
C 0.716 0.034 0.125 -0.3753
C 0.895 -0.390 1.400 0.0446
O -0.365 -0.372 -0.668 0.0005
H 0.137 1.782 -1.841 0.0838
H 1.792 2.975 -1.497 0.0698
H 2.416 1.497 0.106 0.0974
H 0.070 -1.128 1.612 0.0673
H 1.800 -0.639 1.857 0.0356
H -0.962 -1.009 -0.237 0.0514
O -2.708 -1.777 0.262 -0.0693
H -2.918 -2.462 0.960 0.0842
H -3.497 -1.802 -0.306 0.0578
```

Which structure loses on stability? <Q> does.

<P>
DFT (the ωB97M-V functional and the def2-TZVPD basis) results for a structure of composition C4H8O2.

Summary:
- LUMO energy (eV) = 0.58

Geometry as XYZ:
```
14
Properties=species:S:1:pos:R:3:lowdin_charge:R:1
C 2.031 0.042 0.522 -0.0935
O 0.843 0.786 0.737 -0.1482
C -0.182 0.415 -0.135 -0.3574
C -0.840 -0.954 0.195 -0.0074
O -2.003 -0.371 0.450 -0.0440
C -1.547 0.994 0.236 -0.0716
H 1.858 -1.035 0.638 0.0889
H 2.442 0.228 -0.482 0.0914
H 2.754 0.373 1.269 0.0912
H 0.104 0.540 -1.191 0.1503
H -0.843 -2.236 -1.282 -0.0074
H -0.956 -2.194 -2.049 0.0546
H -1.586 1.567 1.163 0.1305
H -2.125 1.471 -0.557 0.1226
```

<Q>
DFT (the ωB97M-V functional and the def2-TZVPD basis) results for the molecule C4H8O2.

Summary:
- LUMO energy (eV) = 1.02
- SMILES = OC[C@H]1CCO1

Geometry as XYZ:
```
14
Properties=species:S:1:pos:R:3:lowdin_charge:R:1
O -2.137 0.779 0.020 -0.0573
C -1.564 -0.496 -0.104 -0.2116
C -0.099 -0.521 0.393 -0.2811
C 1.041 -0.404 -0.631 -0.0847
C 1.442 0.841 0.168 -0.1549
O 0.271 0.737 1.002 -0.1165
H -1.504 1.307 0.532 0.0777
H -2.156 -1.235 0.454 0.1133
H -1.588 -0.794 -1.162 0.1165
H 0.050 -1.337 1.111 0.1439
H 1.761 -1.225 -0.641 0.1081
H 0.702 -0.199 -1.650 0.1125
H 1.475 1.789 -0.379 0.1183
H 2.355 0.734 0.765 0.1157
```

Which structure loses on stability? <P> does.